An isolated molecule of C22H23ClN2O4. Source: the Open Molecules 2025 dataset; level of theory: ωB97M-V/def2-TZVPD.

Each atom is followed by the atoms it is bonded to, with distances in Å.
Geometry (Å):
1 C 6.8100 1.9270 2.0115  C2 1.517, H30 1.087, H31 1.087, H32 1.086
2 C 5.3713 2.2940 1.7002  C1 1.517, O3 1.431, H33 1.095, H34 1.096
3 O 4.9020 1.4465 0.6472  C2 1.431, C4 1.334
4 C 3.8459 1.8672 -0.0505  O3 1.334, O5 1.203, C6 1.522
5 O 3.2764 2.9060 0.1585  C4 1.203
6 C 3.4967 0.8645 -1.1413  C4 1.522, C7 1.535, C29 1.531, H35 1.095
7 C 3.1003 -0.4827 -0.5213  C6 1.535, C8 1.530, H36 1.090, H37 1.092
8 C 1.7385 -0.3670 0.1653  C7 1.530, N9 1.443, H38 1.090, H39 1.099
9 N 0.7436 0.0804 -0.7792  C8 1.443, C10 1.348, C28 1.450
10 C -0.4242 -0.5201 -1.0831  N9 1.348, O11 1.232, C12 1.490
11 O -1.2952 0.0760 -1.7177  C10 1.232
12 C -0.6468 -1.9161 -0.6112  C10 1.490, C13 1.391, C17 1.409
13 C 0.3155 -2.9043 -0.7898  C12 1.391, C14 1.382, H40 1.080
14 C 0.1010 -4.1945 -0.3425  C13 1.382, C15 1.386, H41 1.079
15 C -1.0856 -4.5076 0.3010  C14 1.386, C16 1.381, H42 1.080
16 C -2.0766 -3.5565 0.4437  C15 1.381, C17 1.393, H43 1.077
17 C -1.8873 -2.2640 -0.0413  C12 1.409, C16 1.393, N18 1.389
18 N -2.8862 -1.2999 -0.0125  C17 1.389, C19 1.361, H44 1.018
19 C -4.0413 -1.2870 0.7069  N18 1.361, O20 1.216, C21 1.496
20 O -4.3665 -2.1525 1.4970  C19 1.216
21 C -4.9128 -0.0987 0.4504  C19 1.496, C22 1.394, C27 1.393
22 C -6.2433 -0.2047 0.8527  C21 1.394, C23 1.380, H45 1.080
23 C -7.1311 0.8354 0.6668  C22 1.380, C24 1.387, H46 1.079
24 C -6.6805 2.0071 0.0782  C23 1.387, Cl25 1.727, C26 1.387
25 Cl -7.7761 3.3198 -0.1616  C24 1.727
26 C -5.3577 2.1402 -0.3156  C24 1.387, C27 1.383, H47 1.079
27 C -4.4768 1.0903 -0.1308  C21 1.393, C26 1.383, H48 1.080
28 C 1.0336 1.3973 -1.3118  N9 1.450, C29 1.528, H49 1.091, H50 1.094
29 C 2.3741 1.3808 -2.0446  C6 1.531, C28 1.528, H51 1.090, H52 1.092
30 H 6.8746 0.8847 2.3119  C1 1.087
31 H 7.4343 2.0754 1.1345  C1 1.087
32 H 7.1782 2.5530 2.8189  C1 1.086
33 H 5.2820 3.3370 1.3782  C2 1.095
34 H 4.7286 2.1481 2.5758  C2 1.096
35 H 4.4108 0.7237 -1.7283  C6 1.095
36 H 3.8541 -0.7987 0.2000  C7 1.090
37 H 3.0469 -1.2308 -1.3145  C7 1.092
38 H 1.4419 -1.3174 0.6085  C8 1.090
39 H 1.8052 0.3815 0.9667  C8 1.099
40 H 1.2316 -2.6649 -1.3091  C13 1.080
41 H 0.8572 -4.9498 -0.4931  C14 1.079
42 H -1.2516 -5.5078 0.6716  C15 1.080
43 H -3.0127 -3.8033 0.9158  C16 1.077
44 H -2.7072 -0.5378 -0.6634  N18 1.018
45 H -6.5644 -1.1256 1.3157  C22 1.080
46 H -8.1608 0.7444 0.9746  C23 1.079
47 H -5.0202 3.0615 -0.7639  C26 1.079
48 H -3.4508 1.2301 -0.4372  C27 1.080
49 H 0.2267 1.6688 -1.9938  C28 1.091
50 H 1.0715 2.1243 -0.4949  C28 1.094
51 H 2.6038 2.3929 -2.3777  C29 1.090
52 H 2.2996 0.7339 -2.9208  C29 1.092

Properties
Lowest unoccupied orbital energy   0.44 eV
F_max   0.0114 Eh/bohr
SMILES string   CCOC(=O)C1CCN(C(=O)c2ccccc2NC(=O)c2ccc(Cl)cc2)CC1
Energy above the lowest of the compared OMol25 structures with the same formula, charge and spin   0.0 kJ/mol
Net charge   0
HOMO energy   -0.3153 Eh